1.
Molecular formula: C5H11N
Method: DFT, ωB97M-V/def2-TZVPD

The geometry in XYZ format:
```
17
C5H11N (ωB97M-V/def2-TZVPD)
N 2.088 1.058 -0.175
C -0.048 -0.209 -0.444
C -0.076 0.072 -1.746
C 1.162 0.165 0.501
C -1.147 -1.007 0.243
C -1.941 -0.261 1.275
H -1.856 -1.413 -0.529
H -1.328 0.160 2.134
H 2.771 1.473 0.528
H 1.668 -0.791 0.680
H 1.531 1.885 -0.586
H -0.520 -1.890 0.691
H 0.708 0.599 -2.306
H 0.724 0.587 1.463
H -2.667 -0.916 1.728
H -0.869 -0.260 -2.360
H -2.474 0.609 0.806
```

Results
2S+1: 1
SMILES: C=C(CC)CN
DFT total energy, eV: -6852.40636
Energy above the lowest of the compared OMol25 structures with the same formula, charge and spin, kcal per mole: 25.9

Atom charges from the natural (NBO) analysis, given in e for atoms 1 to 5:
1. N -0.8400
2. C 0.0336
3. C -0.4298
4. C -0.2543
5. C -0.4359

2.
Molecular formula: C5H11N
Method: DFT, ωB97M-V/def2-TZVPD

The geometry in XYZ format:
```
17
C5H11N (ωB97M-V/def2-TZVPD)
N 0.490 0.326 -0.625
C 0.756 0.495 1.958
C 1.149 0.935 0.539
C -0.696 -1.756 -1.390
C -0.806 0.848 -1.015
C -0.667 -0.537 -0.501
H 2.222 0.749 0.423
H -1.667 -2.261 -1.340
H -1.282 1.585 -0.363
H -0.507 -1.479 -2.433
H -1.073 -0.696 0.497
H -0.940 1.033 -2.081
H 1.012 2.017 0.435
H -0.307 0.267 2.086
H 0.990 1.295 2.671
H 1.317 -0.391 2.272
H 0.082 -2.463 -1.081
```

Results
2S+1: 1
SMILES: CCN1C[C@H]1C
DFT total energy, eV: -6852.13621
Energy above the lowest of the compared OMol25 structures with the same formula, charge and spin, kcal per mole: 32.1

Atom charges from the natural (NBO) analysis, given in e for atoms 1 to 5:
1. N -0.4120
2. C -0.6357
3. C -0.2186
4. C -0.6108
5. C -0.2550

3.
Molecular formula: C5H11N
Method: DFT, ωB97M-V/def2-TZVPD

The geometry in XYZ format:
```
17
C5H11N (ωB97M-V/def2-TZVPD)
N 1.905 -0.237 -0.414
C -0.011 -1.434 1.291
C 0.341 1.293 -1.466
C -0.369 -0.340 0.318
C 0.578 0.229 -0.440
C -1.800 0.158 0.364
H 0.699 -2.182 0.933
H -0.914 -1.957 1.612
H 2.293 -0.480 0.487
H 2.580 0.295 -0.940
H -1.856 1.242 0.218
H -2.409 -0.325 -0.410
H -2.201 0.024 1.366
H 0.378 -1.026 2.231
H 0.691 0.953 -2.435
H -0.714 1.543 -1.543
H 0.809 2.245 -1.172
```

Results
2S+1: 1
SMILES: CC(C)=C(C)N
DFT total energy, eV: -6853.15826
Energy above the lowest of the compared OMol25 structures with the same formula, charge and spin, kcal per mole: 8.5

Atom charges from the natural (NBO) analysis, given in e for atoms 1 to 5:
1. N -0.8340
2. C -0.6440
3. C -0.6530
4. C -0.0900
5. C 0.1833

4.
Molecular formula: C5H11N
Method: DFT, ωB97M-V/def2-TZVPD

The geometry in XYZ format:
```
17
C5H11N (ωB97M-V/def2-TZVPD)
N 0.914 -1.202 -0.160
C -1.455 0.482 0.673
C 1.104 0.241 0.103
C -1.565 2.002 0.673
C 1.734 -1.550 -1.322
C 1.740 -0.535 0.889
H -2.202 -0.013 1.291
H 2.548 -0.720 1.557
H 2.598 -0.871 -1.395
H -1.200 2.415 1.620
H 0.833 1.158 -0.383
H 2.089 -2.579 -1.231
H -1.502 0.051 -0.335
H 1.127 -1.448 -2.228
H -0.972 2.468 -0.128
H -2.599 2.326 0.533
H -0.518 0.183 1.131
```

Results
2S+1: 1
SMILES: CN1C=C1.CC
DFT total energy, eV: -6848.95182
Energy above the lowest of the compared OMol25 structures with the same formula, charge and spin, kcal per mole: 105.5

Atom charges from the natural (NBO) analysis, given in e for atoms 1 to 5:
1. N -0.4364
2. C -0.6146
3. C -0.0596
4. C -0.6127
5. C -0.4407

5.
Molecular formula: C5H11N
Method: DFT, ωB97M-V/def2-TZVPD

The geometry in XYZ format:
```
17
C5H11N (ωB97M-V/def2-TZVPD)
N -0.955 0.962 1.678
C -1.597 -0.605 -0.064
C 1.135 -1.706 -2.236
C -0.688 0.019 0.679
C 2.201 -1.171 -1.654
C -0.204 2.208 1.563
H -2.637 -0.328 0.069
H 2.172 -0.212 -1.151
H 0.294 -1.092 -2.521
H 0.863 2.012 1.669
H -1.945 1.177 1.686
H 1.126 -2.754 -2.508
H -1.283 -1.348 -0.777
H 3.049 -1.815 -1.452
H 0.365 -0.213 0.594
H -0.503 2.903 2.343
H -0.338 2.694 0.591
```

Results
2S+1: 1
SMILES: C=CNC.C=C
DFT total energy, eV: -6851.52257
Energy above the lowest of the compared OMol25 structures with the same formula, charge and spin, kcal per mole: 46.3

Atom charges from the natural (NBO) analysis, given in e for atoms 1 to 5:
1. N -0.6090
2. C -0.5042
3. C -0.3840
4. C 0.0103
5. C -0.3905

6.
Molecular formula: C5H11N
Method: DFT, ωB97M-V/def2-TZVPD

The geometry in XYZ format:
```
17
C5H11N (ωB97M-V/def2-TZVPD)
N 0.436 -0.942 -0.664
C 2.362 0.658 -0.167
C -2.237 -0.238 -0.861
C 0.825 -1.434 0.426
C -1.918 0.885 -0.221
C 1.110 -0.021 0.306
H -0.962 1.374 -0.384
H -1.179 -0.251 1.224
H -3.173 -0.747 -0.654
H 2.877 0.093 -0.948
H 0.470 0.635 0.898
H 1.018 -2.427 0.806
H -0.711 -0.828 1.444
H -2.622 1.408 0.420
H -1.530 -0.724 -1.524
H 2.053 1.621 -0.591
H 3.051 0.862 0.657
```

Results
2S+1: 1
DFT total energy, eV: -6848.54302
Energy above the lowest of the compared OMol25 structures with the same formula, charge and spin, kcal per mole: 115.0

Atom charges from the natural (NBO) analysis, given in e for atoms 1 to 5:
1. N -0.3350
2. C -0.6342
3. C -0.3544
4. C 0.0364
5. C -0.4270

7.
Molecular formula: C5H11N
Method: DFT, ωB97M-V/def2-TZVPD

The geometry in XYZ format:
```
17
C5H11N (ωB97M-V/def2-TZVPD)
N 0.743 0.145 -1.214
C -0.070 0.466 0.292
C -1.189 -0.487 0.646
C 1.261 -0.155 0.080
C -1.257 -0.809 2.147
C 1.429 1.362 -1.721
H 2.185 0.324 0.388
H -0.298 1.161 -0.523
H 1.259 -1.239 0.225
H -0.367 -1.347 2.493
H 1.453 2.220 -1.023
H -2.127 -1.442 2.359
H -1.352 0.101 2.750
H 2.469 1.063 -1.900
H 0.998 1.696 -2.670
H -1.055 -1.420 0.081
H -2.142 -0.045 0.339
```

Results
2S+1: 1
SMILES: CC[C@H]1CN1C
DFT total energy, eV: -6849.97425
Energy above the lowest of the compared OMol25 structures with the same formula, charge and spin, kcal per mole: 82.0

Atom charges from the natural (NBO) analysis, given in e for atoms 1 to 5:
1. N -0.3633
2. C -0.1638
3. C -0.4416
4. C -0.2812
5. C -0.6001

8.
Molecular formula: C5H11N
Method: DFT, ωB97M-V/def2-TZVPD

The geometry in XYZ format:
```
17
C5H11N (ωB97M-V/def2-TZVPD)
N 0.655 -0.561 0.036
C -0.698 -0.830 -0.454
C -1.630 0.025 0.412
C 0.659 0.814 0.501
C -0.724 1.031 1.116
C 1.668 -0.793 -0.971
H 1.701 -1.852 -1.218
H -2.217 -0.607 1.072
H -0.694 0.863 2.193
H 1.466 0.950 1.221
H -0.907 -1.896 -0.377
H 1.454 -0.235 -1.894
H -0.762 -0.516 -1.507
H 2.632 -0.482 -0.569
H -1.061 2.058 0.999
H 0.814 1.531 -0.318
H -2.355 0.499 -0.243
```

Results
2S+1: 1
SMILES: CN1CCCC1
DFT total energy, eV: -6853.14975
Energy above the lowest of the compared OMol25 structures with the same formula, charge and spin, kcal per mole: 8.7

Atom charges from the natural (NBO) analysis, given in e for atoms 1 to 5:
1. N -0.4274
2. C -0.2184
3. C -0.4161
4. C -0.2207
5. C -0.4125

9.
Molecular formula: C5H11N
Method: DFT, ωB97M-V/def2-TZVPD

The geometry in XYZ format:
```
17
C5H11N (ωB97M-V/def2-TZVPD)
N 0.421 0.670 0.215
C 0.714 -1.562 1.298
C -0.571 0.277 -0.767
C 0.445 -0.062 1.480
C -0.723 1.539 -0.004
C -0.111 0.253 -2.203
H 0.026 -2.156 1.907
H -0.528 2.502 -0.473
H 1.732 -1.840 1.580
H 0.531 1.117 -2.401
H 1.230 0.391 2.096
H 0.472 -0.652 -2.411
H 0.568 -1.863 0.256
H -0.960 0.281 -2.896
H -1.493 1.558 0.770
H -1.252 -0.529 -0.478
H -0.501 0.077 2.029
```

Results
2S+1: 1
SMILES: CCN1C[C@H]1C
DFT total energy, eV: -6852.25826
Energy above the lowest of the compared OMol25 structures with the same formula, charge and spin, kcal per mole: 29.3

Atom charges from the natural (NBO) analysis, given in e for atoms 1 to 5:
1. N -0.4069
2. C -0.6269
3. C -0.0885
4. C -0.2206
5. C -0.2534

10.
Molecular formula: C5H11N
Method: DFT, ωB97M-V/def2-TZVPD

The geometry in XYZ format:
```
17
C5H11N (ωB97M-V/def2-TZVPD)
N -0.971 0.079 0.383
C -1.889 -0.647 -0.290
C -1.634 0.753 -0.718
C 0.010 0.236 1.203
C 0.919 1.421 1.161
C 1.182 -1.578 -1.043
H 0.608 2.128 0.386
H 0.097 -1.508 -0.915
H 1.950 1.112 0.944
H -2.766 -1.088 0.163
H 1.626 -2.081 -0.178
H -2.246 1.607 -0.417
H -1.022 0.930 -1.607
H 1.381 -2.157 -1.946
H 0.199 -0.578 1.897
H 0.937 1.951 2.119
H 1.619 -0.579 -1.144
```

Results
2S+1: 1
DFT total energy, eV: -6849.54062
Energy above the lowest of the compared OMol25 structures with the same formula, charge and spin, kcal per mole: 92.0

Atom charges from the natural (NBO) analysis, given in e for atoms 1 to 5:
1. N -0.2184
2. C -0.2906
3. C -0.2536
4. C 0.0210
5. C -0.6565

11.
Molecular formula: C5H11N
Method: DFT, ωB97M-V/def2-TZVPD

The geometry in XYZ format:
```
17
C5H11N (ωB97M-V/def2-TZVPD)
N 1.811 -0.786 -1.336
C -0.721 -0.561 -1.374
C -0.962 -0.879 0.035
C 0.495 0.129 0.963
C 0.757 -0.031 -1.174
C -0.178 1.394 1.474
H 0.746 1.059 -1.244
H 0.543 -0.645 1.729
H 1.567 0.305 0.853
H 1.571 -1.658 -1.808
H -0.710 -1.425 -2.038
H -0.317 2.125 0.672
H -0.688 -1.882 0.346
H -1.841 -0.444 0.497
H -1.158 1.198 1.914
H 0.434 1.861 2.252
H -1.350 0.240 -1.761
```

Results
2S+1: 1
DFT total energy, eV: -6849.52828
Energy above the lowest of the compared OMol25 structures with the same formula, charge and spin, kcal per mole: 92.2

Atom charges from the natural (NBO) analysis, given in e for atoms 1 to 5:
1. N -0.7186
2. C -0.5275
3. C -0.2779
4. C -0.4400
5. C 0.1759

12.
Molecular formula: C5H11N
Method: DFT, ωB97M-V/def2-TZVPD

The geometry in XYZ format:
```
17
C5H11N (ωB97M-V/def2-TZVPD)
N 1.868 -1.361 -0.883
C -1.700 0.972 -0.554
C 1.187 -0.388 -0.123
C 1.721 0.732 0.448
C -0.067 -0.910 0.540
C -1.374 0.050 0.652
H -2.125 0.465 -1.461
H -1.103 0.747 1.517
H -0.469 -1.959 0.064
H 0.202 -1.088 1.542
H 2.692 1.287 0.255
H 2.750 -0.884 -1.231
H 0.992 1.316 1.083
H 1.188 -1.744 -1.490
H -0.937 1.652 -0.878
H -2.537 1.638 -0.448
H -2.291 -0.527 0.967
```

Results
2S+1: 1
SMILES: C=C(N)CCC
DFT total energy, eV: -6851.76344
Energy above the lowest of the compared OMol25 structures with the same formula, charge and spin, kcal per mole: 40.7

Atom charges from the natural (NBO) analysis, given in e for atoms 1 to 5:
1. N -0.8095
2. C -0.6367
3. C 0.1770
4. C -0.5393
5. C -0.4286